Record 1
The following is a quantum chemistry calculation of a 2-piece molecular cluster, C8H5Br2NO2S overall, from the Open Molecules 2025 dataset.

E_tot: -6059.132093 hartree
relative energy (zero: lowest compared OMol25 entry of this formula, charge and spin): 1.394 eV
orbital gap (alpha / beta): 6.98 / 7.39 eV
HOMO level (alpha / beta): -9.144 / -9.463 eV

Structure (ORCA input):
```
! RIJCOSX wB97M-V def2-TZVPD def2/J DEFGRID3
* xyz 0 1
C -0.964 -0.239 -3.834
C 0.847 0.525 0.783
C -0.091 1.530 0.705
C 0.714 -0.732 0.229
C -1.313 1.221 -0.081
C -0.536 -1.071 -0.305
C -1.446 -0.056 -0.529
C -2.117 -0.190 -4.531
N 0.031 -0.227 -3.238
O -3.774 0.685 -1.244
O -3.382 -1.739 -1.585
S -2.886 -0.364 -1.658
Br -2.864 1.467 -4.987
Br -3.045 -1.832 -4.742
H 1.750 0.509 1.351
H 0.070 2.590 1.245
H 1.626 -1.307 0.195
H -2.199 1.886 -0.265
H -0.712 -2.143 -0.547
*
```

Record 2
The following is a quantum chemistry calculation of a 5-piece molecular cluster, C24H59F6N5O6P overall, from the Open Molecules 2025 dataset.

E_tot: -2614.790038 hartree
orbital gap: 8.73 eV
HOMO level: -16.068 eV

Structure (ORCA input):
```
! RIJCOSX wB97M-V def2-TZVPD def2/J DEFGRID3
* xyz 3 1
P 0.620 1.736 0.045
F -0.045 0.283 -0.324
F 1.445 1.103 1.318
F 1.973 1.369 -0.796
F 1.282 3.165 0.399
F 0.018 2.404 -1.295
F -0.612 2.056 1.014
C 3.307 0.441 3.830
C 3.425 1.914 4.252
N 2.114 2.426 4.671
C 1.593 2.606 5.917
C 0.356 3.162 5.856
N 0.148 3.351 4.493
C 1.183 2.912 3.807
C -1.085 3.885 3.938
H 2.786 0.376 2.879
H 2.806 -0.210 4.545
H 4.343 0.111 3.737
H 3.737 2.605 3.470
H 4.087 2.129 5.091
H 2.129 2.247 6.782
H -0.341 3.360 6.649
H 1.251 2.889 2.729
H -0.862 4.628 3.177
H -1.787 4.202 4.700
H -1.567 3.053 3.413
C -2.903 3.519 -5.105
O -2.926 2.087 -4.966
C -1.987 1.590 -4.028
C -0.577 1.316 -4.506
N -0.622 0.497 -5.816
H 0.358 0.286 -6.012
H -1.011 -0.399 -5.517
C -1.235 1.068 -7.104
C -0.758 2.449 -7.389
O 0.612 2.517 -7.657
C 1.016 2.154 -8.977
H -1.906 3.937 -4.946
H -3.597 3.894 -4.354
H -3.199 3.843 -6.100
H -2.439 0.639 -3.725
H -2.046 2.284 -3.187
H -0.032 0.755 -3.750
H -0.040 2.195 -4.860
H -2.317 0.980 -7.004
H -1.060 0.297 -7.858
H -1.066 3.192 -6.655
H -1.399 2.780 -8.222
H 2.013 2.589 -8.990
H 0.326 2.547 -9.734
H 1.008 1.085 -9.230
C -0.361 -1.301 2.615
O -1.475 -0.973 3.457
C -2.471 -0.201 2.843
C -3.515 0.157 3.875
N -3.911 -1.100 4.593
H -4.474 -1.662 3.957
H -2.986 -1.542 4.745
C -4.536 -0.949 5.958
C -3.462 -0.852 7.067
O -2.174 -0.698 6.527
C -1.497 0.479 6.900
H -0.644 -1.367 1.565
H -0.121 -2.334 2.875
H 0.458 -0.634 2.868
H -2.939 -0.760 2.019
H -2.020 0.697 2.407
H -4.388 0.695 3.507
H -3.078 0.928 4.515
H -5.091 -1.876 6.088
H -5.188 -0.084 5.867
H -3.560 -1.714 7.719
H -3.735 0.064 7.595
H -2.187 1.329 6.950
H -0.646 0.708 6.263
H -1.058 0.406 7.902
C 1.543 -6.479 -1.075
O 2.216 -5.570 -1.952
C 1.740 -5.351 -3.223
C 2.461 -4.226 -3.915
N 1.847 -2.845 -3.582
H 2.147 -2.223 -4.328
H 0.851 -3.042 -3.689
C 2.102 -2.411 -2.156
C 3.540 -2.615 -1.744
O 3.890 -1.652 -0.776
C 3.299 -1.803 0.498
H 0.475 -6.237 -1.131
H 1.964 -6.315 -0.092
H 1.673 -7.500 -1.440
H 0.684 -5.005 -3.208
H 1.661 -6.264 -3.822
H 2.200 -4.211 -4.981
H 3.545 -4.141 -3.935
H 1.480 -3.054 -1.535
H 1.782 -1.376 -2.027
H 4.319 -2.499 -2.500
H 3.729 -3.571 -1.245
H 2.315 -1.318 0.459
H 3.793 -1.186 1.247
H 3.280 -2.828 0.871
*
```

Record 3
The following is a quantum chemistry calculation of C38H38AsF6N3O4PRuS2 as an isolated structure, from the Open Molecules 2025 dataset.

E_tot: -6003.993042 hartree
relative energy (zero: lowest compared OMol25 entry of this formula, charge and spin): 1.307 eV
orbital gap (alpha / beta): 5.75 / 6.31 eV
<S²>: 0.79
HOMO level (alpha / beta): -1.563 / -2.385 eV

Structure (ORCA input):
```
! RIJCOSX wB97M-V def2-TZVPD def2/J DEFGRID3
* xyz -2 2
Ru 0.019 -0.816 0.177
N 0.771 1.566 0.227
C 0.831 2.104 1.526
C 0.200 3.317 1.796
C 0.219 3.870 3.066
C 0.870 3.198 4.088
C 1.481 1.982 3.824
C 1.487 1.406 2.550
C 2.116 0.071 2.371
C 3.267 -0.213 3.124
C 3.801 -1.486 3.186
C 3.177 -2.518 2.494
C 2.085 -2.230 1.690
C 1.546 -0.935 1.575
H 0.238 2.128 -0.425
H 1.658 1.262 -0.161
H -0.318 3.820 0.988
H -0.280 4.812 3.256
H 0.882 3.606 5.092
H 1.932 1.431 4.638
H 3.752 0.592 3.666
H 4.698 -1.672 3.768
H 3.558 -3.532 2.556
H 1.648 -3.037 1.108
C -4.766 3.246 -3.119
C -5.046 1.930 -2.417
O -3.888 1.099 -2.385
P -2.922 1.018 -1.079
S -1.364 -0.009 -1.782
S -2.705 2.806 -0.261
O -3.791 0.174 -0.023
C -3.870 -1.269 -0.067
C -5.006 -1.739 -0.950
H -5.699 3.790 -3.284
H -4.290 3.053 -4.082
H -4.096 3.856 -2.517
H -5.798 1.363 -2.971
H -5.422 2.098 -1.405
H -4.019 -1.584 0.966
H -2.925 -1.679 -0.419
H -5.967 -1.385 -0.569
H -5.003 -2.830 -0.971
H -4.869 -1.371 -1.967
C 1.507 -0.900 -1.133
C 2.497 -0.785 -1.868
C 3.625 -0.629 -2.658
C 4.920 -0.534 -1.973
C 5.067 -1.089 -0.690
C 6.253 -0.972 0.012
C 7.336 -0.291 -0.535
C 7.203 0.283 -1.792
C 6.017 0.167 -2.500
C 3.468 -0.541 -4.108
C 4.509 -0.818 -5.011
C 4.310 -0.751 -6.381
C 3.068 -0.413 -6.901
C 2.018 -0.164 -6.023
C 2.210 -0.229 -4.656
H 4.221 -1.602 -0.249
H 6.327 -1.413 0.999
H 8.261 -0.191 0.020
H 8.029 0.841 -2.220
H 5.918 0.666 -3.455
H 5.473 -1.130 -4.633
H 5.132 -0.977 -7.052
H 2.917 -0.358 -7.972
H 1.035 0.081 -6.408
H 1.385 -0.046 -3.978
F -0.772 -3.189 -0.491
As -1.528 -4.771 -0.365
F -2.465 -4.432 -1.780
F -0.266 -5.456 -1.324
F -2.281 -6.330 -0.207
F -0.600 -5.058 1.082
F -2.790 -4.071 0.619
O -3.711 4.560 2.752
C -4.563 3.465 3.039
N -3.926 2.207 2.791
C -3.801 1.226 3.719
O -4.365 1.258 4.807
C -2.985 0.061 3.277
C -3.168 -1.178 3.876
C -2.433 -2.254 3.416
C -1.526 -2.066 2.386
N -1.326 -0.868 1.819
C -2.034 0.164 2.274
H -3.305 4.392 1.891
H -5.477 3.548 2.439
H -4.819 3.512 4.093
H -3.569 2.055 1.851
H -3.895 -1.265 4.673
H -2.559 -3.246 3.826
H -0.915 -2.881 2.022
H -1.819 1.118 1.806
*
```

Record 4
The following is a quantum chemistry calculation of a 5-piece molecular cluster, C3H14O4 overall, from the Open Molecules 2025 dataset.

E_tot: -423.572167 hartree
relative energy (zero: lowest compared OMol25 entry of this formula, charge and spin): 2.623 eV
orbital gap: 9.15 eV
SMILES: C=CC.O.O.O.O
HOMO level: -8.796 eV

Structure (ORCA input):
```
! RIJCOSX wB97M-V def2-TZVPD def2/J DEFGRID3
* xyz 0 1
C 1.219 -1.734 -0.390
C 0.884 -0.658 0.640
C 1.759 -0.358 1.607
H 1.067 -1.229 -1.362
H 2.200 -2.188 -0.294
H 0.411 -2.468 -0.442
H -0.058 -0.227 0.340
H 1.707 -0.004 2.633
H 2.820 -0.343 1.334
H 3.375 3.132 -0.015
H 2.925 3.309 1.480
O 3.538 2.871 0.887
H -1.890 -1.867 -1.997
H -2.705 -0.636 -2.293
O -1.954 -1.147 -2.613
H -3.104 2.836 -0.265
H -2.794 1.304 -0.178
O -2.403 2.168 -0.377
H -2.632 -1.554 0.821
H -1.788 -0.570 -0.026
O -2.576 -0.638 0.511
*
```

Record 5
The following is a quantum chemistry calculation of a 2-piece molecular cluster, C11H11N3O overall, from the Open Molecules 2025 dataset.

E_tot: -664.975232 hartree
relative energy (zero: lowest compared OMol25 entry of this formula, charge and spin): 1.106 eV
orbital gap (alpha / beta): 5.13 / 6.39 eV
<S²>: 2.04
HOMO level (alpha / beta): -4.764 / -9.231 eV

Structure (ORCA input):
```
! RIJCOSX wB97M-V def2-TZVPD def2/J DEFGRID3
* xyz 0 3
C 0.168 2.983 -2.296
C -0.921 2.665 -1.522
C 1.357 2.440 -1.903
C -0.787 1.837 -0.414
C 1.542 1.680 -0.760
C -1.948 -3.208 -0.186
C -0.545 -3.345 -0.138
C -2.518 -2.012 0.288
C 0.431 1.301 -0.034
C -0.504 -1.294 0.730
C 1.925 -0.555 2.494
N 0.173 -2.330 0.385
N -1.751 -1.008 0.781
N 0.523 0.429 1.123
O 1.911 0.080 1.242
H 0.144 3.547 -3.274
H -1.908 3.131 -1.823
H 2.247 2.889 -2.332
H -1.736 1.698 0.181
H 2.420 1.276 -0.390
H -2.611 -3.922 -0.573
H -0.113 -4.193 -0.412
H -3.525 -1.756 0.092
H 1.321 -0.168 3.302
H 3.009 -0.572 2.929
H 1.697 -1.593 2.510
*
```

Record 6
The following is a quantum chemistry calculation of a 2-piece molecular cluster, C3H10S overall, from the Open Molecules 2025 dataset.

E_tot: -518.437261 hartree
relative energy (zero: lowest compared OMol25 entry of this formula, charge and spin): 0.940 eV
orbital gap: 9.95 eV
SMILES: CCS.C
HOMO level: -9.044 eV

Structure (ORCA input):
```
! RIJCOSX wB97M-V def2-TZVPD def2/J DEFGRID3
* xyz 0 1
C -2.334 0.855 -0.858
H -1.481 0.546 -1.505
H -2.227 0.382 0.119
H -3.401 0.665 -1.130
H -2.090 1.889 -0.664
C 0.665 -0.926 1.025
C 2.015 -0.755 0.220
S 1.634 0.541 -1.211
H -0.231 -1.126 0.435
H 0.381 -0.005 1.593
H 0.809 -1.743 1.629
H 2.703 -0.267 0.907
H 2.488 -1.686 -0.067
H 1.070 1.629 -0.492
*
```

Record 7
The following is a quantum chemistry calculation of a 11-piece molecular cluster, C17H33F3N8O25 overall, from the Open Molecules 2025 dataset.

E_tot: -3285.426513 hartree
relative energy (zero: lowest compared OMol25 entry of this formula, charge and spin): 1.524 eV
orbital gap: 10.04 eV
SMILES: O=C1OC[C@@H](F)O1.O=C1OC[C@@H](F)O1.O=C1OC[C@@H](F)O1.C[N+](=O)[O-].C[N+](=O)[O-].C[N+](=O)[O-].C[N+](=O)[O-].C[N+](=O)[O-].C[N+](=O)[O-].C[N+](=O)[O-].C[N+](=O)[O-]
HOMO level: -10.676 eV

Structure (ORCA input):
```
! RIJCOSX wB97M-V def2-TZVPD def2/J DEFGRID3
* xyz 0 1
C -5.204 -0.527 0.281
C -4.994 0.903 -0.263
O -4.676 1.525 0.978
C -5.258 0.826 1.985
O -5.402 1.161 3.203
O -5.642 -0.322 1.554
F -6.200 1.412 -0.604
H -4.235 -1.021 0.206
H -5.781 -1.253 -0.291
H -4.249 1.033 -1.047
C 4.941 2.180 -0.203
C 4.646 1.104 0.788
O 5.838 0.359 0.796
C 6.413 0.516 -0.467
O 7.398 -0.126 -0.878
O 5.810 1.542 -1.120
F 3.597 0.461 0.232
H 5.398 3.001 0.349
H 4.084 2.628 -0.706
H 4.397 1.572 1.740
C -3.688 -1.722 4.315
C -2.777 -0.550 4.816
O -1.690 -0.515 3.958
C -2.062 -1.206 2.841
O -1.374 -1.140 1.842
O -3.254 -1.842 2.994
F -2.376 -0.898 6.120
H -4.744 -1.457 4.375
H -3.439 -2.666 4.801
H -3.206 0.452 4.786
C 4.594 -1.654 -3.130
N 3.279 -1.718 -2.435
O 2.612 -0.645 -2.457
O 2.972 -2.734 -1.845
H 5.303 -2.055 -2.405
H 4.700 -0.629 -3.486
H 4.278 -2.307 -3.944
C 1.695 -2.897 1.622
N 2.048 -4.164 0.962
O 1.086 -4.926 0.922
O 3.207 -4.329 0.636
H 1.088 -3.144 2.493
H 1.250 -2.245 0.870
H 2.619 -2.395 1.910
C -0.048 2.180 3.967
N 1.317 1.902 3.397
O 2.218 2.461 3.954
O 1.346 1.322 2.288
H -0.054 3.165 4.435
H -0.256 1.427 4.727
H -0.713 2.208 3.104
C 0.347 4.780 0.857
N 1.317 3.918 0.122
O 0.925 3.425 -0.928
O 2.489 3.813 0.575
H 0.985 5.555 1.282
H -0.233 4.199 1.574
H -0.194 5.415 0.156
C 2.065 2.266 -3.962
N 1.154 1.992 -5.120
O -0.031 2.415 -5.047
O 1.627 1.373 -6.122
H 1.593 1.851 -3.072
H 2.229 3.344 -3.979
H 3.028 1.759 -4.009
C 0.275 0.115 -0.464
N -0.960 0.856 -0.136
O -0.960 1.713 0.725
O -1.966 0.660 -0.849
H -0.068 -0.572 -1.238
H 0.561 -0.436 0.431
H 1.081 0.789 -0.755
C -3.176 -4.268 -0.013
N -2.769 -3.148 -0.777
O -1.572 -2.799 -0.787
O -3.638 -2.752 -1.530
H -3.755 -5.003 -0.573
H -3.793 -3.887 0.801
H -2.235 -4.723 0.296
C -2.151 -0.968 -3.955
N -0.932 -0.902 -4.833
O -1.107 -1.025 -6.038
O 0.154 -0.904 -4.252
H -2.937 -0.362 -4.405
H -1.837 -0.697 -2.946
H -2.328 -2.042 -3.997
*
```

Record 8
The following is a quantum chemistry calculation of a 2-piece molecular cluster, CH3Br2IOSi overall, from the Open Molecules 2025 dataset.

E_tot: -5850.363343 hartree
relative energy (zero: lowest compared OMol25 entry of this formula, charge and spin): 4.027 eV
orbital gap (alpha / beta): 4.56 / 4.55 eV
HOMO level (alpha / beta): -8.079 / -8.072 eV

Structure (ORCA input):
```
! RIJCOSX wB97M-V def2-TZVPD def2/J DEFGRID3
* xyz 0 1
C -0.036 0.093 -0.175
O -0.583 -0.718 -1.189
Si -1.881 -1.436 -1.661
Br -3.767 -0.424 -1.850
Br -1.072 -2.967 2.166
I -1.258 -2.376 -3.803
H 0.357 -0.473 0.687
H -0.687 0.859 0.258
H 0.955 0.599 -0.595
*
```